[1]
9
Properties=species:S:1:pos:R:3:forces:R:3:mulliken_charge:R:1 method="wB97M-V/def2-TZVPD" smiles="[H]/N=C/NC=O" spin_multiplicity=1 relative_energy_kcal_mol=3.58 homo_ev=-10.20
H -1.4702 1.6244 1.6055 -0.06 -0.08 -0.03 0.2526
N -0.8223 0.8449 1.5349 -0.16 -0.04 -0.35 -0.6146
C -0.7232 0.4352 0.3409 0.03 0.08 0.12 0.0712
N 0.1239 -0.6401 0.0687 0.26 0.04 0.18 -0.2069
C 0.9771 -0.6732 -1.0180 0.15 -0.11 -0.03 0.1215
O 2.0610 -1.2040 -0.9848 -0.46 0.05 -0.14 -0.5115
H -1.2496 0.8368 -0.5326 0.16 0.00 0.13 0.3163
H 0.5323 -1.0370 0.9086 0.04 0.03 -0.01 0.2901
H 0.5709 -0.1870 -1.9232 0.04 0.02 0.13 0.2813

=====

[2]
101
Properties=species:S:1:pos:R:3:forces:R:3:mulliken_charge:R:1 method="wB97M-V/def2-TZVPD" charge=-1 spin_multiplicity=1 relative_energy_kcal_mol=0.00 homo_ev=-3.53
C 0.0422 -6.7648 3.7506 0.22 0.21 0.24 -1.5565
C 0.5346 -5.8785 2.6246 -0.11 0.02 0.01 0.4587
O 1.8307 -5.3883 2.9293 0.04 -0.23 0.06 -0.3694
C 2.8557 -5.7598 2.0504 0.21 0.15 -0.18 -0.7240
C 3.1931 -4.6955 0.9844 -0.17 -0.11 0.00 -0.6662
O 2.1090 -3.8406 0.7545 -0.06 0.20 0.17 0.2116
C 2.5082 -2.6925 -0.0024 -0.22 -0.75 -0.24 -1.7043
Sb 0.7557 -1.3009 -0.1781 -0.90 0.09 0.57 1.6881
C -0.5783 -2.9329 0.5009 -0.46 0.61 -0.35 -0.8518
C -2.0815 -2.6569 0.4082 -0.05 -0.32 0.43 -1.2624
C -2.6653 -1.9381 1.6395 -0.36 -0.43 -0.34 0.1294
C -4.0153 -2.5744 1.9805 0.12 0.44 -0.24 -1.0780
S -4.6490 -2.0616 3.5623 0.40 -0.63 0.18 1.2725
O -4.0350 -0.8569 4.0018 0.01 0.76 -0.17 -0.6078
O -4.6359 -3.1875 4.4315 -0.18 -0.48 0.23 -0.6839
O -6.1930 -1.7793 3.2751 -0.28 0.21 -0.15 -0.5095
C -0.8709 0.1860 -0.2655 0.73 0.56 -0.45 -1.0440
C -0.4059 1.5939 -0.6248 -0.51 0.04 0.51 -0.3429
C -1.5090 2.6576 -0.4140 0.23 -0.11 0.23 1.4757
C -1.7485 2.8898 1.0913 0.28 -0.41 -0.05 -1.4254
C -2.8002 2.3600 -1.1526 -0.18 0.20 0.06 -1.8125
O 2.0537 0.1556 -0.9604 0.18 -0.11 -0.26 -0.3292
B 3.2550 -0.1941 -1.3945 0.29 0.59 0.25 -0.1174
O 4.4256 0.2045 -0.6737 0.04 -0.26 -0.08 -0.6206
O 3.4613 -0.8919 -2.5854 -0.29 -0.43 0.21 -0.5538
P 0.4571 -2.2124 -2.6109 0.66 -0.88 -0.41 -0.2205
O -1.1189 -2.7920 -2.7175 0.07 0.48 -0.13 -0.4560
Br 0.3680 -0.4948 -4.1046 -0.22 0.09 0.16 -0.2383
P 1.1743 -0.4648 2.1863 -1.25 0.32 0.74 0.2833
C 1.9142 -1.7933 3.2532 0.40 0.25 -0.34 0.3126
C 1.9538 -1.4585 4.7490 0.34 -0.05 -0.46 -1.4923
C 2.2541 1.0471 2.1880 0.72 -0.10 0.29 -0.1889
C 3.4315 1.0240 3.1732 -0.12 0.06 -0.64 -1.6016
H -1.0420 -6.8288 3.7743 -0.13 -0.16 -0.15 0.4151
H 0.3570 -6.3225 4.6930 -0.02 0.08 0.13 0.3225
H 0.4856 -7.7556 3.6977 -0.05 -0.18 -0.02 0.3337
H -0.1260 -5.0288 2.4887 -0.10 0.19 0.00 -0.2027
H 0.5336 -6.4308 1.6847 0.10 0.03 -0.18 0.4086
H 3.7497 -5.9072 2.6554 0.12 -0.06 0.07 0.2856
H 2.6490 -6.7170 1.5670 -0.26 -0.09 -0.01 0.3956
H 4.0764 -4.1330 1.3075 -0.02 0.22 0.05 0.3990
H 3.4528 -5.1922 0.0416 0.22 -0.11 -0.05 0.4086
H 3.3189 -2.2139 0.5563 0.10 0.37 -0.10 0.2561
H 2.8684 -3.0615 -0.9691 0.16 0.25 -0.18 0.6659
H -0.3624 -3.8109 -0.0996 0.30 -0.14 0.02 0.6471
H -0.3481 -3.1325 1.5399 0.31 -0.22 0.14 -0.2578
H -2.5688 -3.6356 0.3703 -0.07 -0.13 -0.15 0.9876
H -2.3706 -2.1578 -0.5104 0.05 0.13 -0.12 0.1475
H -2.8682 -0.8965 1.4210 0.32 0.25 0.23 0.0769
H -1.9870 -2.0285 2.4818 0.13 0.22 0.13 0.3690
H -3.9695 -3.6559 2.0235 0.00 -0.17 0.10 0.5394
H -4.7266 -2.2876 1.2101 -0.24 -0.07 0.02 0.3796
H -6.2806 -0.8714 2.9500 -0.03 0.02 0.06 0.3499
H -1.2504 0.2414 0.7497 -0.30 -0.38 0.07 0.0961
H -1.6223 -0.1147 -0.9904 -0.16 -0.38 0.10 0.4557
H 0.3705 1.8656 0.0882 0.46 0.09 -0.30 -0.1036
H -0.0195 1.6264 -1.6374 0.20 0.04 -0.13 0.3205
H -1.1095 3.5873 -0.8193 0.00 0.14 -0.07 0.2406
H -1.1371 2.2140 1.6898 0.10 -0.08 0.08 0.2713
H -1.4674 3.8989 1.3738 -0.21 0.18 0.08 0.1421
H -2.7764 2.6842 1.3795 -0.19 0.20 0.04 0.3986
H -3.5937 3.0197 -0.8027 -0.07 0.13 -0.01 0.4745
H -3.1467 1.3394 -1.0061 0.00 -0.13 0.08 0.2786
H -2.6834 2.5304 -2.2131 0.01 -0.11 -0.46 0.3402
H 4.7693 -0.5145 -0.1391 0.09 0.08 0.09 0.2855
H 4.2185 -1.4712 -2.4720 0.27 0.18 -0.34 0.2335
H -1.6243 -2.1893 -3.2761 -0.23 -0.02 0.13 0.2595
H 2.9001 -2.0875 2.8888 0.15 -0.18 0.14 0.3109
H 1.2775 -2.6619 3.1154 -0.11 -0.09 -0.26 -0.1619
H 1.8673 -2.3760 5.3259 -0.14 -0.03 0.22 0.3952
H 1.1639 -0.7558 4.9977 -0.18 -0.04 0.21 0.3676
H 2.9080 -1.0056 4.9998 0.07 0.14 0.16 0.3006
H 1.6242 1.8866 2.4724 -0.23 0.09 -0.13 0.3959
H 2.6596 1.2574 1.2020 -0.15 -0.16 -0.25 0.3298
H 4.0441 0.1385 3.0181 0.04 -0.19 0.19 0.3304
H 3.0847 1.0788 4.1982 0.12 -0.06 0.22 0.3152
H 4.0734 1.8747 2.9508 0.09 0.19 0.21 0.4726
O -2.3704 6.0512 -0.0338 -0.08 0.03 -0.05 -0.5485
C -1.3517 6.6272 -0.2624 -0.04 0.07 0.12 0.6050
O -0.1359 6.0747 -0.0251 0.02 0.01 -0.02 -0.3069
C 0.9089 7.0183 -0.2941 0.06 0.07 -0.06 -0.4481
C 0.2937 8.0347 -1.2512 -0.12 0.04 0.02 -0.4947
C -1.1696 8.0349 -0.8079 0.35 -0.13 -0.24 -0.5762
H 1.2151 7.4725 0.6513 -0.01 0.02 0.00 0.2570
H 1.7566 6.4861 -0.7180 -0.04 -0.10 0.03 0.3209
H 0.7769 9.0090 -1.2085 0.01 -0.01 0.07 0.3413
H 0.3665 7.6667 -2.2754 0.02 -0.01 0.00 0.2631
H -1.3563 8.7428 0.0008 -0.06 0.00 0.00 0.2699
H -1.8649 8.2180 -1.6217 -0.14 0.03 0.11 0.3001
O -2.6109 2.0696 -5.3088 -0.26 0.06 0.02 -0.5494
C -1.7521 2.1549 -6.1293 0.21 -0.11 0.22 0.4474
O -1.8376 1.5394 -7.3393 0.02 0.07 -0.11 -0.3628
C -0.6223 1.7299 -8.0790 0.11 -0.01 -0.02 -0.4190
C 0.0251 2.9746 -7.4808 -0.01 0.02 0.11 -0.5203
C -0.4295 2.8901 -6.0239 0.02 0.09 -0.42 -0.0745
H -0.0007 0.8410 -7.9518 0.02 0.01 0.03 0.2612
H -0.8703 1.8394 -9.1325 -0.10 -0.04 0.01 0.3046
H 1.1050 2.9983 -7.6126 0.00 -0.08 0.02 0.3298
H -0.3920 3.8691 -7.9472 0.00 -0.01 -0.02 0.2648
H 0.2460 2.2874 -5.4143 -0.04 0.02 0.08 -0.0002
H -0.5728 3.8626 -5.5623 -0.01 -0.07 0.18 0.2838

=====

[3]
157
Properties=species:S:1:pos:R:3:forces:R:3:mulliken_spin:R:1 method="wB97M-V/def2-TZVPD" s_squared=2.003 spin_multiplicity=3 homo_ev="-7.55 / -7.41"
Ni -0.0881 0.3910 -0.2761 1.05 0.60 -0.09 1.7900
O -1.6939 -0.3278 0.3324 -0.80 -0.59 0.82 0.0896
C -1.3894 -1.5121 1.0243 0.30 -0.32 -0.76 0.0039
C 0.0854 -1.5223 1.5400 -0.60 0.57 1.59 -0.0162
O 0.9242 -1.0783 0.5443 -0.09 0.13 -0.39 0.0329
H -1.4071 -2.3563 0.3068 0.01 -0.19 -0.13 -0.0009
H -2.1814 -1.7954 1.7453 0.41 0.36 0.35 0.0060
H 0.3579 -2.5334 1.8740 -0.16 -0.36 -0.11 -0.0007
H 0.2188 -0.9195 2.5159 -0.49 -0.39 -1.36 -0.0064
C 7.7798 -5.9533 2.1643 0.73 0.96 0.31 0.0000
C 6.4931 -5.1586 2.0923 0.70 0.56 -0.71 0.0000
O 6.2742 -4.7507 0.7186 -1.04 1.72 -0.12 0.0000
P 5.4706 -3.3295 0.4309 0.27 -2.69 0.55 -0.0005
O 5.7928 -2.3096 1.4196 0.35 0.85 0.40 0.0000
O 5.8442 -3.1752 -1.0629 -0.30 -0.03 -1.06 -0.0002
C 7.1127 -3.1931 -1.6972 1.42 1.23 1.07 0.0000
C 7.0654 -3.4793 -3.1389 -0.60 0.03 -0.16 0.0000
O 3.9148 -3.5769 0.2735 1.22 0.08 -0.79 -0.0001
C 2.9455 -3.2736 1.2701 0.41 -1.07 1.67 0.0056
C 2.8285 -4.5327 2.1877 -0.50 1.74 0.20 -0.0001
H 7.7663 -6.8203 1.5240 -0.18 -0.38 -0.10 0.0000
H 8.6922 -5.3697 1.8928 -0.81 -0.15 0.13 0.0000
H 7.9000 -6.2368 3.2103 0.10 -0.32 -0.04 0.0000
H 5.6698 -5.7950 2.3250 -0.65 -0.39 0.58 0.0000
H 6.5143 -4.2656 2.7402 -0.04 -0.45 -0.18 0.0000
H 7.5563 -2.1994 -1.5402 -0.19 -0.05 -0.04 0.0000
H 7.8636 -3.8720 -1.3134 -0.43 -0.51 1.06 0.0000
H 6.8311 -4.5433 -3.2994 0.12 0.56 -0.43 0.0000
H 6.3756 -2.7827 -3.5850 -0.55 -0.15 -0.60 0.0000
H 8.0466 -3.1629 -3.4643 0.37 -0.51 -0.57 0.0000
H 3.2210 -2.4138 1.8883 0.33 0.01 -0.19 0.0011
H 2.0784 -2.9461 0.7407 -0.67 -0.25 -0.21 0.0003
H 2.7728 -5.4289 1.5894 -0.04 -0.31 -0.13 0.0000
H 3.6910 -4.5518 2.8834 -0.52 -0.17 -0.44 0.0000
H 1.9048 -4.4093 2.7898 0.51 -0.30 -0.18 0.0002
C -8.0599 2.2470 4.0841 1.32 1.48 0.95 0.0000
C -7.5013 3.0748 2.9180 -0.77 -1.70 -1.07 -0.0001
O -7.7596 2.1762 1.7639 0.96 -0.14 -2.11 0.0000
P -6.5785 1.7131 0.7394 -1.76 -2.98 2.64 0.0000
O -5.4789 2.5976 0.5059 1.19 2.00 -0.50 0.0002
O -6.0682 0.3317 1.4723 -2.04 1.35 0.43 -0.0002
C -4.9884 -0.3959 0.9597 1.32 0.57 -0.90 0.0078
C -5.2905 -1.8414 0.6607 0.69 0.61 -1.57 0.0004
O -7.2433 1.1541 -0.5732 0.27 1.10 0.00 0.0000
C -8.2487 0.1322 -0.6083 -0.31 1.02 -0.02 0.0000
C -8.1723 -0.4840 -1.9778 0.65 -2.52 1.12 0.0000
H -7.8758 2.8678 4.9677 -0.33 0.00 0.21 0.0000
H -9.1141 1.9544 4.0929 0.30 0.21 -0.57 0.0000
H -7.3959 1.4038 4.2553 -0.23 -0.36 -0.31 0.0000
H -7.9630 4.0512 2.7130 -0.14 -0.49 0.15 0.0000
H -6.4289 3.1998 2.8842 0.33 0.24 0.83 0.0001
H -4.6493 0.0900 0.0373 0.22 -0.03 0.14 0.0008
H -4.1686 -0.3020 1.6985 -0.29 -0.33 -0.57 -0.0030
H -6.1001 -2.0225 -0.0901 0.53 0.25 0.77 0.0000
H -4.3387 -2.2387 0.2516 -0.51 -0.05 0.20 -0.0001
H -5.4637 -2.2801 1.5919 -0.67 -1.31 1.25 0.0005
H -8.0037 -0.5455 0.2196 -0.50 -0.19 -0.39 0.0000
H -9.1979 0.6556 -0.4508 -0.01 -0.36 0.20 0.0000
H -8.2343 0.1400 -2.8439 0.34 0.71 -0.16 0.0000
H -7.2789 -1.1563 -1.9337 -0.22 0.88 -0.73 0.0000
H -8.9532 -1.2296 -2.0826 -0.54 -0.01 0.07 0.0000
C 0.9913 -0.4169 5.0054 -0.79 -0.03 -1.25 -0.0007
C 0.7824 0.9030 4.2359 0.90 -0.09 1.45 -0.0005
O 2.0424 1.1597 3.5407 -0.49 -0.47 -0.08 0.0022
P 1.8972 1.8819 2.1472 2.65 0.40 1.33 0.0044
O 0.6791 1.6106 1.4436 -2.09 -0.37 -1.56 0.0100
O 2.0882 3.3859 2.5977 0.05 -0.12 -0.59 0.0019
C 2.1669 4.4653 1.6179 -0.64 0.20 0.67 -0.0005
C 3.5155 5.0889 1.7841 0.82 -0.71 -1.51 0.0002
O 3.2020 1.4263 1.3898 0.35 0.60 -0.28 0.0127
C 4.5182 1.4951 2.0097 -1.14 -0.45 0.71 0.0000
C 5.6212 1.2159 1.0826 1.62 0.92 0.24 0.0004
H 1.0856 -1.2082 4.2576 0.34 -0.01 0.05 0.0001
H 1.9196 -0.3315 5.5442 0.12 -0.13 0.56 0.0000
H 0.1378 -0.7657 5.6116 0.40 0.70 0.08 0.0000
H -0.0163 0.8848 3.5003 -0.19 -0.01 0.27 0.0001
H 0.7280 1.7439 4.9453 -0.61 -0.25 -0.28 -0.0002
H 1.9225 4.1613 0.6037 0.06 -0.43 -0.03 0.0000
H 1.4040 5.1625 1.9656 -0.11 0.05 -0.30 -0.0003
H 4.3136 4.3109 1.5873 -0.73 1.04 0.39 0.0000
H 3.6575 5.9164 1.0722 -0.05 -0.26 0.19 0.0000
H 3.5317 5.4800 2.7724 0.60 0.24 0.89 0.0000
H 4.6471 2.3924 2.6183 -0.23 0.16 -0.36 0.0000
H 4.5240 0.6594 2.6589 -0.10 -0.57 1.19 -0.0002
H 5.6163 1.8014 0.1974 -0.12 0.44 -0.98 0.0000
H 6.5527 1.4655 1.6071 -0.10 0.42 0.08 0.0001
H 5.8172 0.1929 0.9089 -0.58 -1.33 -0.64 -0.0002
C -4.4673 1.2437 -2.9021 -2.11 -0.27 -3.26 0.0004
C -3.6783 1.7701 -1.8346 2.25 1.44 2.03 -0.0056
O -2.6732 2.6894 -2.4347 -0.10 -0.56 0.57 0.0001
P -1.4421 3.2176 -1.5825 -2.15 1.47 -0.89 0.0047
O -0.6924 2.2210 -0.8727 1.04 -1.63 1.01 0.0188
O -0.6548 3.9734 -2.6910 0.08 0.26 0.36 0.0009
C 0.1104 3.2548 -3.6577 0.58 0.66 -0.30 0.0018
C 1.0842 4.2892 -4.1687 -0.11 0.07 -0.49 0.0001
O -1.9473 4.3381 -0.6015 0.43 -0.44 -0.24 -0.0025
C -3.0856 5.2009 -0.8284 -0.28 -0.12 0.23 0.0003
C -2.7308 6.6024 -0.3063 -0.13 -0.83 -0.53 0.0000
H -5.1662 2.0135 -3.3162 0.41 -0.32 0.53 -0.0001
H -3.9091 0.9615 -3.8369 -0.13 -0.32 1.22 -0.0001
H -5.1263 0.4501 -2.5390 0.22 -0.18 -0.20 -0.0002
H -4.2557 2.3834 -1.1552 -0.29 0.08 -0.04 -0.0001
H -3.1860 1.0308 -1.1670 0.23 0.12 -0.78 0.0037
H 0.6041 2.3530 -3.2487 -0.33 0.64 0.13 -0.0007
H -0.5485 2.9887 -4.4702 -0.39 -0.39 -0.20 0.0001
H 1.6271 3.8707 -5.0004 0.36 -0.08 -0.42 0.0000
H 0.5705 5.2013 -4.5143 -0.02 -0.47 0.09 0.0000
H 1.7886 4.5912 -3.4184 0.37 -0.01 0.52 0.0000
H -3.3635 5.1512 -1.8947 0.21 0.33 0.32 0.0000
H -3.9025 4.7347 -0.2511 0.17 0.45 -0.20 0.0001
H -1.7925 6.9384 -0.7713 -0.34 0.00 0.11 0.0000
H -3.5547 7.2630 -0.5896 0.18 0.14 0.18 0.0000
H -2.6142 6.5621 0.7809 -0.08 0.07 -0.23 0.0000
C 0.8623 -4.6207 -1.5439 -1.17 -0.45 1.18 -0.0004
C 1.1052 -3.1710 -1.8821 -2.57 -0.78 0.62 -0.0001
O -0.0744 -2.8447 -2.7182 0.22 0.86 -0.15 -0.0025
P -0.4488 -1.3812 -3.2033 0.93 -1.22 0.74 0.0157
O -0.0146 -0.3009 -2.2826 -0.08 0.01 -0.38 0.0036
O 0.1627 -1.2871 -4.6553 0.60 0.79 0.11 0.0005
C 0.5911 0.0294 -5.1465 -0.38 -0.33 -0.12 0.0007
C 1.7038 -0.1252 -6.1843 -0.37 -0.48 0.65 0.0001
O -1.9658 -1.5188 -3.4867 -0.38 0.06 0.05 -0.0014
C -2.9073 -1.9151 -2.4448 0.62 -1.32 -1.67 0.0014
C -4.1594 -2.3180 -3.2006 1.70 -1.41 2.10 0.0003
H 1.5013 -4.8999 -0.7109 0.12 -0.13 0.13 0.0002
H -0.2016 -4.7090 -1.1973 0.89 0.11 -0.04 0.0000
H 0.9564 -5.3911 -2.3049 0.33 0.41 -0.49 -0.0001
H 1.0252 -2.5618 -0.9469 0.48 -0.13 -0.96 0.0018
H 1.9600 -3.0879 -2.4823 1.39 0.64 -0.61 0.0002
H -0.2962 0.4707 -5.5785 -0.25 0.19 -0.27 -0.0001
H 0.8620 0.6514 -4.2822 0.23 -0.32 -0.36 -0.0011
H 1.6811 0.7408 -6.8437 0.48 0.34 0.33 0.0000
H 2.6451 -0.2551 -5.6028 -0.37 0.06 -1.03 0.0000
H 1.4922 -0.9568 -6.8859 0.23 0.11 0.75 0.0001
H -2.5191 -2.7611 -1.8952 0.38 -0.34 0.02 -0.0013
H -2.9547 -1.1497 -1.7523 -0.51 1.91 1.27 0.0020
H -4.1757 -1.7648 -4.0845 -0.88 1.05 -1.22 0.0000
H -4.0042 -3.3761 -3.4220 -0.42 0.06 -0.32 0.0000
H -4.9163 -2.2305 -2.4493 -1.24 0.21 -0.27 -0.0001
C -2.7199 2.0459 1.8067 0.81 1.14 -1.10 -0.0076
C -3.0566 3.4701 2.1242 0.53 -2.31 0.21 0.0003
N -3.3048 4.5586 2.3544 -0.29 1.10 0.27 -0.0001
H -3.2327 1.8744 0.8297 0.57 -0.31 1.00 0.0054
H -2.9984 1.3075 2.5584 -0.34 0.38 0.00 -0.0001
H -1.6071 1.9506 1.6643 -1.16 0.21 -0.01 0.0073
C 3.0245 -0.4136 -1.4181 -0.81 -0.59 -0.61 0.0059
C 2.6657 1.0137 -1.3909 -0.02 1.02 -0.13 -0.0067
N 2.3074 2.1210 -1.3539 0.62 -1.62 -0.23 0.0098
H 2.6025 -0.8753 -2.3528 0.65 0.63 0.68 -0.0002
H 2.4215 -0.8785 -0.6231 0.31 0.07 0.13 0.0043
H 4.0827 -0.6925 -1.2898 -0.37 0.60 -0.11 -0.0001
C 4.8865 -1.2298 4.3713 1.15 -0.46 -1.24 0.0000
C 4.7232 -2.5927 4.8506 -0.42 2.53 -0.90 0.0000
N 4.4012 -3.6533 5.0599 -0.34 -2.74 0.87 0.0000
H 5.1270 -1.3378 3.2641 -0.19 0.29 1.28 0.0000
H 5.7394 -0.8102 4.8932 0.12 0.41 -0.11 0.0000
H 4.0114 -0.6092 4.5039 -0.27 -0.08 0.15 -0.0001

=====

In the order shown, the computed energy values come out to -263.35757, -5922.52634, -6535.80332 Eh.
In the order shown, the computed molecular weight values come out to 72.07, 883.21, 1152.68 Da.